# 1
Entry from the Open Molecules 2025 dataset: a gas-phase ion, C4H10N3 (charge +1) (ωB97M-V/def2-TZVPD).

XYZ file:
```
17
Properties=species:S:1:pos:R:3:forces:R:3
C -3.5130 -0.2089 -0.2585 0.210 -3.438 -1.951
C -2.2861 0.4699 -0.0521 6.659 1.787 0.140
N -1.1032 0.7068 0.0214 -4.485 -1.211 0.254
N 0.1092 1.0725 0.3633 1.748 0.567 1.138
C 1.4975 0.9581 -0.5109 -2.882 -2.574 -0.784
C 2.2809 -0.2082 0.1256 -0.230 3.145 1.507
N 1.3320 -1.2426 0.1976 1.064 -4.499 1.635
H -4.0480 -0.0510 -1.1958 0.588 0.722 -0.293
H -4.2766 -0.1328 0.4346 -1.072 0.779 2.025
H -3.2899 -1.3315 -0.3041 -0.086 1.338 0.187
H 0.3383 0.9836 1.4415 -1.035 -0.005 -2.978
H 1.9062 1.9143 -0.5097 0.760 1.581 0.356
H 1.3179 0.6645 -1.6249 -0.424 0.598 2.033
H 3.2087 -0.1808 -0.4620 0.082 -0.966 0.223
H 2.4708 0.0506 1.2054 0.538 0.029 -1.063
H 1.0924 -1.5382 -0.7017 -0.783 -0.390 -1.989
H 1.7255 -2.1912 0.5786 -0.652 2.536 -0.439
```
Positions in Å, forces in eV/Å.

Summary:
2S+1	1
SMILES string	CC#[N+]NCCN
ΔE to the lowest compared entry with this formula, charge and spin	456.6	kJ/mol
charge	+1

Taken from the Löwdin analysis, the atomic charges in e are: atom 1 (C): -0.015, atom 2 (C): 0.088, atom 3 (N): 0.102, atom 4 (N): 0.006, atom 5 (C): -0.057, atom 6 (C): -0.319, atom 7 (N): -0.029, atom 8 (H): 0.115, atom 9 (H): 0.076, atom 10 (H): 0.140, atom 11 (H): 0.211, atom 12 (H): 0.079, atom 13 (H): 0.152, atom 14 (H): 0.125, atom 15 (H): 0.130, atom 16 (H): 0.046, atom 17 (H): 0.149

=====

# 2
Entry from the Open Molecules 2025 dataset: 6 unconnected molecules or ions with the total composition C41H96N6O6 (ωB97M-V/def2-TZVPD).

XYZ file:
```
149
Properties=species:S:1:pos:R:3:forces:R:3
N -0.5593 -0.8140 -1.6236 -2.940 -3.735 0.386
O -0.7094 -0.0969 -0.6885 0.417 4.071 3.095
O 0.4934 -1.0552 -2.1344 4.159 0.388 -1.902
O -1.5319 -1.5315 -1.9284 -1.333 -0.601 -1.279
C -3.9357 -2.4827 4.4754 0.122 0.268 -0.517
C -3.5601 -2.8001 3.0092 -1.681 0.789 -1.346
C -4.6399 -2.1570 1.9623 1.801 -0.998 -0.994
C -4.1888 -2.5195 0.4600 -0.141 1.366 0.959
N -5.1938 -2.2394 -0.6681 -0.381 -1.128 -0.884
C -6.3042 -3.3264 -0.6674 -0.804 0.525 -0.438
C -6.5470 -3.8274 -2.0787 1.500 -0.252 -1.278
C -5.4772 -3.0402 -2.9017 0.472 0.133 -0.576
C -4.4919 -2.4402 -1.9472 0.652 -0.408 -0.579
C -5.8475 -0.8207 -0.6544 2.727 0.119 2.543
C -4.7877 0.4537 -0.5459 -2.466 -1.781 -0.011
C -5.5931 1.6373 0.1360 1.564 -1.087 -1.237
H -4.9904 -2.2496 4.6217 -0.294 -0.615 -0.372
H -3.5209 -1.5357 4.8207 0.686 -0.217 0.052
H -3.6746 -3.3217 5.1202 0.101 0.314 0.155
H -3.5971 -3.8665 2.7866 -0.433 -0.201 0.343
H -2.5348 -2.5909 2.7040 0.059 0.728 0.304
H -4.7674 -1.0751 1.9270 0.430 0.152 0.732
H -5.5981 -2.5560 2.2949 -0.112 -0.280 -0.529
H -3.7074 -3.4916 0.3540 -1.131 -0.648 -0.128
H -3.3310 -1.9454 0.1098 0.075 0.763 0.626
H -7.3032 -2.9270 -0.4922 0.473 0.345 1.653
H -5.9436 -4.1573 -0.0610 -0.386 0.482 0.390
H -7.5370 -3.7263 -2.5234 -0.071 0.658 0.481
H -6.4591 -4.9106 -1.9945 0.680 -0.045 -0.731
H -5.8186 -2.1501 -3.4301 -1.051 -0.593 -0.424
H -4.7849 -3.5651 -3.5601 -0.823 -0.557 -0.540
H -4.1519 -1.4780 -2.3302 0.403 -0.199 0.333
H -3.6569 -3.1374 -1.8781 0.161 0.322 0.624
H -6.2399 -1.1042 0.3222 -1.217 1.919 0.107
H -6.5770 -0.5808 -1.4280 0.039 -0.916 -0.015
H -4.4925 0.6923 -1.5677 -0.081 0.217 -0.001
H -3.8654 0.1610 -0.0442 -0.227 0.038 0.327
H -6.2015 2.1179 -0.6301 -0.170 0.019 0.251
H -4.7963 2.3222 0.4261 -0.469 0.348 0.438
H -6.2045 1.2840 0.9663 0.198 0.230 0.014
C 0.3950 -2.7850 1.4718 0.657 0.071 0.870
C 1.8669 -3.0527 2.0277 -1.383 -0.083 -1.007
C 2.8523 -1.9112 1.7854 0.802 0.024 0.168
C 3.1566 -1.7146 0.3043 -0.892 1.666 0.455
N 4.2267 -0.6509 -0.0066 1.241 -1.375 0.945
C 4.3704 -0.5210 -1.5815 -0.456 -0.916 0.812
C 3.9092 0.8835 -1.9379 1.505 1.027 0.492
C 3.2007 1.3595 -0.6969 -1.216 0.568 0.774
C 3.9115 0.7486 0.5305 -0.171 -0.319 -1.622
C 5.5824 -1.1403 0.6682 -0.324 0.249 -0.723
C 6.0269 -2.5877 0.3334 0.753 1.713 -0.309
C 7.5500 -2.8471 0.6208 -1.057 -0.337 0.124
H -0.3106 -3.3756 2.0561 0.093 -0.405 -0.274
H 0.3119 -3.0289 0.4127 0.003 -0.137 0.051
H -0.0089 -1.7786 1.5826 0.470 0.367 0.061
H 2.1353 -3.9529 1.4748 0.565 -0.047 0.078
H 1.8536 -3.3638 3.0723 -0.090 0.354 0.023
H 3.8095 -2.0330 2.2923 -0.119 -0.577 0.368
H 2.4432 -1.0028 2.2276 -0.177 0.138 -0.125
H 2.2446 -1.2550 -0.0766 -0.093 -0.556 -0.874
H 3.4481 -2.6508 -0.1719 -0.120 0.277 -0.176
H 5.4159 -0.7428 -1.7957 -0.139 0.194 -0.140
H 3.7475 -1.3223 -1.9790 0.038 0.132 -0.066
H 4.8161 1.4680 -2.0924 0.259 0.189 0.311
H 3.3706 1.1791 -2.8382 -0.434 -1.230 -0.053
H 3.0623 2.4404 -0.6715 0.526 0.127 0.241
H 2.1648 1.0232 -0.7424 -0.080 -0.469 0.136
H 4.8656 1.2400 0.7213 0.043 -0.039 -0.090
H 3.3569 0.7085 1.4680 -0.137 -0.114 -0.331
H 5.4942 -1.0920 1.7535 -0.404 0.385 -0.079
H 6.2446 -0.3274 0.3702 0.482 -0.433 -0.124
H 5.9338 -2.7364 -0.7424 -0.374 -0.296 -0.010
H 5.3563 -3.2396 0.8932 0.320 -0.353 -0.161
H 8.2329 -2.2872 -0.0181 -0.326 0.062 -0.184
H 7.6483 -3.9090 0.3958 0.475 0.042 0.132
H 7.8707 -2.6718 1.6477 -0.283 -0.053 0.076
C -1.9406 -5.6825 -2.1104 2.994 1.623 0.143
C -1.3703 -4.8965 -3.3260 -1.855 -1.880 1.994
O -2.0020 -4.9803 -4.3798 -0.513 0.895 -2.953
N -0.0960 -4.0783 -3.1915 0.812 -1.473 -0.506
H -0.2368 -3.3841 -2.4715 -0.152 1.572 -0.726
H 0.5291 -4.6910 -2.6874 0.852 -0.690 -0.015
C 0.5547 -3.6725 -4.5736 -1.649 0.781 1.918
H -2.5565 -5.0151 -1.5077 -0.641 -0.243 0.262
H -1.0512 -5.8568 -1.5048 0.185 -0.169 0.867
H -2.3445 -6.6888 -2.2213 -0.347 0.370 -0.829
H 0.0217 -2.7385 -4.7515 0.088 -0.176 -0.599
H 0.2849 -4.4428 -5.2961 0.067 0.122 0.263
H 1.6145 -3.4337 -4.4852 -0.123 -0.457 0.281
C -0.8076 0.8150 -4.6616 -1.287 1.706 0.246
C -0.0578 1.9337 -3.8536 0.426 -0.802 -0.734
N -0.2529 3.3943 -4.3695 0.173 0.347 -0.577
C 0.8525 4.3676 -3.8365 -1.483 -1.149 0.403
C 0.0318 3.4818 -5.9206 -2.098 -1.736 -0.389
C 1.2452 2.8193 -6.5913 1.861 0.642 1.783
C -1.7626 3.9032 -4.0064 2.120 1.130 0.057
C -2.1166 3.7339 -2.5098 0.228 -1.475 0.010
O -1.0614 3.9807 -1.5460 -0.235 -0.280 -1.044
C -1.5256 3.9583 -0.1916 -0.409 0.404 -0.466
H -0.9483 -0.1035 -4.0917 0.269 0.169 0.109
H -0.4663 0.5855 -5.6710 0.775 0.094 0.285
H -1.7974 1.2228 -4.8666 -0.476 -0.307 0.152
H 0.9729 1.5884 -3.9347 0.409 0.989 -0.012
H -0.2565 1.9393 -2.7819 -0.425 0.017 -0.176
H 1.7287 3.8261 -4.1931 0.383 0.649 0.601
H 0.6945 4.5130 -2.7679 0.537 -0.615 0.006
H 0.7443 5.3728 -4.2438 -0.099 -0.349 -0.611
H -0.0939 4.5341 -6.1755 -0.019 -0.244 -0.045
H -0.7538 2.8571 -6.3455 -0.721 0.721 0.061
H 1.7544 2.0727 -5.9819 -0.361 -0.240 0.439
H 2.0330 3.5700 -6.6534 0.044 0.010 -0.680
H 1.1154 2.2804 -7.5298 -0.688 0.646 -0.067
H -2.4898 3.4444 -4.6763 0.239 -0.603 0.311
H -1.8246 4.9552 -4.2849 0.661 0.111 -0.080
H -2.4342 2.6912 -2.5018 0.227 -0.492 0.813
H -3.0459 4.2460 -2.2601 0.168 0.683 -0.191
H -0.7227 3.9939 0.5447 0.478 0.040 -0.619
H -2.0800 3.0435 0.0180 -0.330 0.053 -0.076
H -2.0970 4.8778 -0.0650 -0.473 -0.237 0.375
C 2.3256 4.7175 7.1802 1.480 -0.343 -0.421
C 3.2885 4.2123 6.0571 -1.681 -0.518 -0.056
N 2.6398 3.1416 5.1159 -0.954 -0.464 0.478
C 3.7137 2.7602 4.1146 0.393 0.114 0.418
C 2.2880 1.8717 5.9079 0.216 -1.408 -0.790
C 3.3710 1.2410 6.7804 1.079 0.185 -0.126
C 1.3690 3.8216 4.3782 1.726 -0.511 -0.839
C 0.6391 2.9859 3.2893 -0.022 -2.070 0.640
O 1.4345 2.0801 2.4630 0.086 1.154 1.395
C 0.6340 1.3756 1.5358 -0.685 -0.480 0.085
H 2.0255 3.9467 7.8901 -0.663 -0.522 -0.697
H 1.5271 5.3487 6.7902 0.057 -0.121 0.409
H 2.9603 5.2338 7.9003 0.060 0.888 -0.443
H 4.1558 3.7220 6.4992 -0.011 0.173 -0.263
H 3.5620 4.9471 5.2999 0.284 0.451 0.660
H 4.6543 2.6350 4.6510 -0.039 0.512 0.172
H 3.7995 3.5691 3.3890 0.012 -0.240 -0.033
H 3.5935 1.7785 3.6566 -0.840 0.392 -0.111
H 2.1963 1.1233 5.1208 -0.532 0.099 -0.196
H 1.3388 1.8348 6.4423 -0.025 1.097 -0.133
H 4.2447 0.9322 6.2065 0.087 0.266 -0.365
H 3.0365 0.2699 7.1456 -0.497 0.287 0.270
H 3.7898 1.8261 7.5992 -0.503 0.047 0.164
H 1.8264 4.7112 3.9452 -0.108 0.141 0.228
H 0.6247 4.0627 5.1371 0.331 0.078 0.008
H -0.1019 3.4573 2.6437 0.583 1.230 0.068
H -0.0477 2.4197 3.9185 -0.025 -0.960 -0.098
H -0.3626 1.1928 1.9376 -0.351 0.433 -0.103
H 0.9641 0.3442 1.4118 0.628 0.217 -0.166
H 0.5975 1.8813 0.5709 -0.161 -0.062 0.066
```
Positions in Å, forces in eV/Å.

Summary:
2S+1	2
charge	+3

Löwdin atomic charge list, values in e, 99 entries: atom 1 (N): -0.683, atom 2 (O): -0.010, atom 3 (O): -0.020, atom 4 (O): -0.050, atom 5 (C): -0.098, atom 6 (C): -0.210, atom 7 (C): -0.115, atom 8 (C): -0.099, atom 9 (N): -0.206, atom 10 (C): -0.080, atom 11 (C): -0.113, atom 12 (C): -0.118, atom 13 (C): -0.178, atom 14 (C): -0.036, atom 15 (C): -0.172, atom 16 (C): -0.074, atom 17 (H): 0.071, atom 18 (H): 0.066, atom 19 (H): 0.076, atom 20 (H): 0.100, atom 21 (H): 0.075, atom 22 (H): 0.089, atom 23 (H): 0.107, atom 24 (H): 0.124, atom 25 (H): 0.102, atom 26 (H): 0.135, atom 27 (H): 0.137, atom 28 (H): 0.119, atom 29 (H): 0.120, atom 30 (H): 0.115, atom 31 (H): 0.125, atom 32 (H): 0.120, atom 33 (H): 0.108, atom 34 (H): 0.100, atom 35 (H): 0.144, atom 36 (H): 0.086, atom 37 (H): 0.082, atom 38 (H): 0.076, atom 39 (H): 0.055, atom 40 (H): 0.076, atom 41 (C): -0.070, atom 42 (C): -0.189, atom 43 (C): -0.196, atom 44 (C): -0.110, atom 45 (N): -0.167, atom 46 (C): -0.033, atom 47 (C): -0.141, atom 48 (C): -0.163, atom 49 (C): -0.065, atom 50 (C): -0.104, atom 51 (C): -0.204, atom 52 (C): -0.064, atom 53 (H): 0.063, atom 54 (H): 0.064, atom 55 (H): 0.050, atom 56 (H): 0.106, atom 57 (H): 0.111, atom 58 (H): 0.101, atom 59 (H): 0.092, atom 60 (H): 0.113, atom 61 (H): 0.135, atom 62 (H): 0.129, atom 63 (H): 0.127, atom 64 (H): 0.120, atom 65 (H): 0.116, atom 66 (H): 0.127, atom 67 (H): 0.086, atom 68 (H): 0.132, atom 69 (H): 0.094, atom 70 (H): 0.119, atom 71 (H): 0.127, atom 72 (H): 0.106, atom 73 (H): 0.107, atom 74 (H): 0.081, atom 75 (H): 0.082, atom 76 (H): 0.078, atom 77 (C): -0.050, atom 78 (C): -0.568, atom 79 (O): -0.089, atom 80 (N): 0.043, atom 81 (H): 0.090, atom 82 (H): 0.122, atom 83 (C): 0.041, atom 84 (H): 0.023, atom 85 (H): 0.041, atom 86 (H): 0.078, atom 87 (H): 0.074, atom 88 (H): 0.095, atom 89 (H): 0.076, atom 90 (C): -0.030, atom 91 (C): -0.137, atom 92 (N): -0.186, atom 93 (C): 0.043, atom 94 (C): -0.151, atom 95 (C): -0.059, atom 96 (C): -0.013, atom 97 (C): -0.176, atom 98 (O): -0.213, atom 99 (C): -0.068

=====

DFT total energy (Ha)
-322.28668; -2398.37965
Max |F| (hartree/bohr)
0.134; 0.100